<P>
{
  "formula": "C4H15N2O",
  "method": "the ωB97M-V functional and the def2-TZVPD basis",
  "s_squared": 0.755,
  "homo_lumo_gap_ev": [13.24, 7.78],
  "homo_energy_ev": [-20.28, -20.40],
  "lumo_ev": [-7.037, -12.618],
  "spin_multiplicity": 2,
  "total_charge": 2,
  "elements": ["O", "N", "N", "C", "C", "C", "C", "H", "H", "H", "H", "H", "H", "H", "H", "H", "H", "H", "H", "H", "H", "H"],
  "xyz": [[2.544, 0.718, 0.769], [0.623, -2.235, 0.191], [-0.113, 1.029, 0.332], [0.143, -1.456, -0.862], [-0.866, 1.172, 1.603], [-1.496, 0.361, -1.680], [-0.684, -0.132, -0.480], [-0.795, 0.226, 2.162], [-0.308, 1.627, 2.457], [0.886, 0.714, 0.511], [-2.473, 0.723, -1.441], [-1.830, 1.599, 1.394], [3.338, 0.186, 0.805], [-0.548, -1.997, -1.497], [-1.495, -0.510, 0.165], [-1.505, -0.300, -2.541], [0.932, -1.028, -1.521], [1.573, -2.157, 0.560], [0.303, -3.200, 0.314], [-0.961, 1.243, -2.076], [-0.122, 1.849, -0.280], [2.856, 1.567, 1.114]],
  "lowdin_charge": [-0.02, 0.33, 0.04, -0.09, 0.01, 0.00, -0.25, 0.12, 0.13, 0.11, 0.10, 0.12, 0.08, 0.15, 0.14, 0.11, 0.19, 0.17, 0.18, 0.11, 0.18, 0.10]
}


<Q>
{
  "formula": "C4H15N2O",
  "method": "the ωB97M-V functional and the def2-TZVPD basis",
  "s_squared": 0.754,
  "homo_lumo_gap_ev": [10.84, 5.28],
  "homo_energy_ev": [-17.61, -17.61],
  "lumo_ev": [-6.772, -12.331],
  "spin_multiplicity": 2,
  "total_charge": 2,
  "elements": ["O", "N", "N", "C", "C", "C", "C", "H", "H", "H", "H", "H", "H", "H", "H", "H", "H", "H", "H", "H", "H", "H"],
  "xyz": [[-0.130, -1.826, 4.049], [-1.400, -0.618, 0.959], [2.058, 0.503, -1.949], [-0.787, 0.043, -1.400], [-0.185, 1.419, -1.160], [1.384, 1.386, -1.049], [-0.644, -1.006, -0.281], [2.051, 0.720, -2.955], [-1.270, 0.269, 1.461], [0.360, -2.342, 4.704], [-0.497, -0.461, -2.319], [-0.473, 2.129, -1.921], [-1.097, -1.948, -0.577], [-1.142, -1.234, 1.748], [1.800, 2.401, -1.216], [-1.870, 0.131, -1.554], [-0.395, -1.044, 4.554], [-2.413, -0.752, 0.877], [-0.467, 1.789, -0.175], [1.646, 1.104, -0.031], [0.411, -1.083, -0.038], [3.059, 0.421, -1.727]],
  "lowdin_charge": [-0.07, 0.20, 0.33, -0.18, -0.13, -0.15, -0.11, 0.18, 0.18, 0.06, 0.13, 0.13, 0.15, 0.15, 0.19, 0.13, 0.05, 0.19, 0.12, 0.14, 0.13, 0.18]
}


Energy comparison, zero being the most stable, in eV: <P> 0.966; <Q> 0.000.


<P>
{
  "formula": "C4H15N2O",
  "method": "the ωB97M-V functional and the def2-TZVPD basis",
  "s_squared": 0.755,
  "homo_lumo_gap_ev": [12.09, 5.79],
  "homo_energy_ev": [-19.39, -19.38],
  "lumo_ev": [-7.291, -13.596],
  "spin_multiplicity": 2,
  "total_charge": 2,
  "elements": ["O", "N", "N", "C", "C", "C", "C", "H", "H", "H", "H", "H", "H", "H", "H", "H", "H", "H", "H", "H", "H", "H"],
  "xyz": [[0.651, -3.956, -0.673], [-0.190, 1.018, -1.351], [-0.452, -1.399, -0.303], [0.226, 1.605, 0.055], [-0.282, 0.605, 1.083], [0.171, -0.884, 0.881], [-0.162, 3.091, 0.248], [1.337, 1.526, 0.011], [-0.518, 1.799, -1.876], [-1.499, -1.530, -0.027], [0.122, 0.953, 2.113], [0.329, 3.413, 1.136], [-0.567, -0.625, -1.072], [0.573, 0.480, -1.844], [-0.088, -1.565, 1.773], [-0.157, -2.386, -0.427], [1.202, -0.927, 0.715], [-1.364, 0.540, 1.048], [1.162, -4.203, -1.347], [-1.304, 3.197, 0.377], [0.709, -4.490, 0.140], [0.100, 3.739, -0.659]],
  "lowdin_charge": [0.03, 0.30, 0.13, -0.29, -0.11, -0.16, 0.00, 0.19, 0.14, 0.22, 0.19, 0.09, 0.15, 0.19, 0.19, 0.11, 0.12, 0.13, 0.00, 0.14, 0.11, 0.13]
}


<Q>
{
  "formula": "C4H15N2O",
  "method": "the ωB97M-V functional and the def2-TZVPD basis",
  "s_squared": 0.754,
  "homo_lumo_gap_ev": [13.14, 8.11],
  "homo_energy_ev": [-19.68, -19.68],
  "lumo_ev": [-6.535, -11.568],
  "spin_multiplicity": 2,
  "total_charge": 2,
  "elements": ["O", "N", "N", "C", "C", "C", "C", "H", "H", "H", "H", "H", "H", "H", "H", "H", "H", "H", "H", "H", "H", "H"],
  "xyz": [[1.343, 1.775, -2.521], [-1.896, -0.374, 0.542], [1.642, 0.802, 0.065], [-2.224, -1.636, -0.077], [0.578, -0.246, 0.338], [0.789, -0.762, 1.751], [-0.793, 0.432, 0.096], [2.506, 0.243, 0.107], [-0.027, -1.407, 2.082], [-2.698, 0.141, 0.931], [0.785, -1.028, -0.383], [2.091, 1.738, -3.137], [-0.807, 1.402, 0.576], [0.854, 2.553, -2.824], [1.506, 1.153, -0.906], [1.727, -1.304, 1.802], [-3.106, -2.017, 0.416], [-2.547, -1.365, -1.093], [1.729, 1.531, 0.773], [-0.900, 0.636, -0.978], [0.841, 0.070, 2.459], [-1.394, -2.335, -0.019]],
  "lowdin_charge": [-0.03, 0.14, 0.22, 0.04, -0.31, -0.01, -0.10, 0.19, 0.10, 0.20, 0.16, 0.09, 0.15, 0.09, 0.10, 0.11, 0.12, 0.15, 0.18, 0.16, 0.11, 0.12]
}


Energy comparison, zero being the most stable, in eV: <P> 2.548; <Q> 0.000.